Entry 1:
The following is a quantum chemistry calculation of an isolated molecule of C23H18N2, from the Open Molecules 2025 dataset.

```
43
Properties=species:S:1:pos:R:3:forces:R:3
C 5.185704 1.847230 -1.075288 -1.06 -1.13 -0.69
C 4.425529 0.887734 -1.776601 0.71 0.75 0.81
C 3.252936 0.373388 -1.241221 0.64 0.86 -0.34
C 2.719433 0.891581 -0.080583 0.69 0.80 1.67
C 1.421715 0.432754 0.452227 -0.33 0.87 0.43
N 1.061190 0.618359 1.787075 -0.50 -0.80 -0.66
C -0.174580 0.177147 1.881032 0.22 -0.36 -1.10
N -0.674450 -0.254817 0.635285 0.78 0.59 1.91
C 0.343253 -0.034897 -0.253037 0.22 0.00 -0.69
C 0.182410 -0.212957 -1.708755 0.57 0.20 -0.16
C -0.130376 -1.473599 -2.219906 -0.55 0.01 0.11
C -0.224684 -1.678956 -3.571853 0.77 0.25 -1.42
C 0.131822 -0.664445 -4.446187 -0.11 0.93 -0.28
C 0.482311 0.593106 -3.970836 0.41 0.74 0.02
C 0.510564 0.836159 -2.601785 -0.34 0.10 0.31
C -2.027180 -0.706251 0.343254 0.89 0.64 0.20
C -2.813070 -0.855672 1.594873 -1.17 0.73 2.12
C -4.118997 -1.351760 1.467606 -0.06 0.15 0.23
C -4.990175 -1.439822 2.565806 0.37 -0.18 -0.26
C -4.533922 -1.068347 3.832534 0.50 0.63 0.36
C -3.216259 -0.577997 4.021856 -1.04 -0.33 -1.40
C -2.385553 -0.409549 2.898499 0.30 -0.86 -0.48
C -0.986675 0.177464 3.129613 -1.03 0.07 -0.79
C 3.488092 1.868522 0.641934 -0.65 -0.51 -0.45
C 4.696954 2.322089 0.138964 1.01 0.80 0.36
H 6.119450 2.119259 -1.540780 0.15 0.47 0.30
H 4.792260 0.570604 -2.739179 -0.02 -0.31 -0.10
H 2.733696 -0.357742 -1.795088 -0.52 -0.80 -0.41
H -0.353879 -2.333030 -1.606158 0.15 0.14 0.51
H -0.413522 -2.631851 -4.037159 -0.31 -0.36 0.38
H 0.118365 -0.762883 -5.522361 -0.06 -0.47 -0.04
H 0.787871 1.412040 -4.663507 -0.39 -0.83 0.55
H 0.791480 1.851707 -2.244707 -0.24 -1.02 -0.05
H -2.470031 0.011671 -0.354009 -0.20 -0.07 0.10
H -1.991606 -1.660737 -0.148340 0.08 -0.46 -0.36
H -4.479692 -1.615372 0.461989 0.15 -0.01 0.51
H -6.005276 -1.834278 2.402757 0.55 0.35 0.24
H -5.209046 -1.042382 4.697152 0.24 -0.35 -0.42
H -2.877481 -0.296899 5.019882 -0.04 0.00 -0.33
H -1.122384 1.233563 3.380699 0.10 -0.07 0.36
H -0.485976 -0.331485 3.955615 0.06 0.09 -0.14
H 3.135937 2.282239 1.590582 -0.12 -0.33 -0.39
H 5.303842 3.089114 0.698105 -0.83 -0.93 -0.53
```
Forces are in eV/Å.

Properties
energy above the lowest of the compared OMol25 structures with the same formula, charge and spin = 0.0 kJ/mol
orbital gap = 8.300 eV
LUMO energy = 0.67 eV
DFT total energy = -996.781803 Eh

=====

Entry 2:
The following is a quantum chemistry calculation of an isolated molecule of C21H24O2, from the Open Molecules 2025 dataset.

```
47
Properties=species:S:1:pos:R:3:forces:R:3
C 1.495061 1.643540 2.746776 0.00 0.74 0.10
C 1.486358 0.192862 3.114113 0.51 -0.88 -0.04
O 2.514736 -0.449388 2.957781 -1.29 0.51 0.32
C 0.140895 -0.587297 3.548295 0.45 1.35 -1.60
C 0.207381 -1.808146 2.628399 -0.13 -0.28 -0.47
C -1.111641 0.302790 3.207634 0.37 1.04 0.71
C -2.237405 -0.269771 2.390779 -0.34 -0.20 -0.10
O -1.205460 1.461704 3.600844 0.20 -1.55 -0.55
C 0.122419 -1.070919 4.996365 -0.10 -1.05 1.55
C 1.416132 -1.831560 5.312746 -0.22 0.05 -0.09
C 1.448959 -3.214706 5.087393 0.15 0.24 0.14
C 2.644928 -3.915087 5.211445 -0.13 0.19 0.15
C 3.806090 -3.257614 5.629630 -0.19 0.03 -0.23
C 5.103396 -4.003287 5.676585 0.27 -0.14 0.12
C 3.754245 -1.894622 5.931382 -0.31 0.02 -0.17
C 2.576136 -1.175976 5.731418 0.14 -0.28 0.20
C -0.352377 -0.145510 6.125507 -0.35 -0.20 0.68
C -1.654882 0.380643 6.103667 0.08 0.27 0.10
C -2.110155 1.252563 7.092014 0.09 -0.38 0.12
C -1.342082 1.501281 8.237288 0.18 -0.14 -0.30
C -1.877657 2.394515 9.320901 -0.07 0.16 0.07
C -0.108643 0.850297 8.353890 -0.48 -0.19 -0.16
C 0.342139 0.002972 7.336478 0.13 0.36 -0.05
H 0.601796 2.188932 3.054345 0.39 -0.12 -0.13
H 2.380473 2.096023 3.210382 -0.13 -0.12 -0.15
H 1.631035 1.725507 1.655593 -0.07 -0.09 0.33
H -0.673391 -2.455499 2.693093 0.17 0.11 0.17
H 0.295022 -1.462434 1.594927 -0.06 -0.16 -0.04
H 1.091726 -2.408075 2.844831 -0.14 0.23 -0.09
H -2.249790 -1.358668 2.355961 -0.03 0.19 -0.07
H -3.192664 0.083810 2.796256 0.26 0.07 -0.12
H -2.141220 0.117075 1.365936 -0.04 -0.14 0.20
H -0.642066 -1.866733 4.996335 0.03 0.16 -0.14
H 0.532187 -3.732370 4.776309 0.42 0.20 0.15
H 2.673863 -4.984382 4.988740 0.03 0.30 0.09
H 5.790320 -3.524678 6.379811 0.01 -0.14 -0.09
H 4.945128 -5.041178 5.986567 0.10 0.13 -0.03
H 5.585694 -4.018419 4.688515 -0.12 0.02 0.23
H 4.645713 -1.383198 6.301216 -0.21 -0.16 -0.18
H 2.554203 -0.102675 5.946139 0.08 -0.42 -0.26
H -2.348893 0.087069 5.317452 0.22 0.28 0.10
H -3.095812 1.722268 6.992009 0.34 -0.29 0.07
H -1.065948 2.770170 9.950352 -0.15 0.05 -0.08
H -2.417390 3.237717 8.874098 0.16 -0.05 0.18
H -2.590471 1.873985 9.975615 0.18 0.00 -0.18
H 0.491573 0.965477 9.262847 -0.25 -0.06 -0.32
H 1.245638 -0.569931 7.524421 -0.15 0.30 -0.13
```
Forces are in eV/Å.

Properties
energy above the lowest of the compared OMol25 structures with the same formula, charge and spin = 117.4 kJ/mol
orbital gap = 9.333 eV
LUMO energy = 0.72 eV
DFT total energy = -965.067036 Eh

=====

Entry 3:
The following is a quantum chemistry calculation of a cluster of 2 separate species, C3H6NO2 in total, from the Open Molecules 2025 dataset.

```
12
Properties=species:S:1:pos:R:3:forces:R:3
O 0.201805 0.984530 2.198203 -0.55 -0.63 -0.19
C 0.281745 0.409875 1.098167 1.67 2.32 -0.74
N -0.629291 0.202750 0.146312 -0.26 -0.09 -0.19
C -1.574245 -1.057096 -1.164805 -0.61 1.98 -1.42
O -2.491296 -0.328752 -1.600089 -0.07 -0.94 0.57
C 1.764728 0.392666 0.493963 -1.34 -1.04 1.46
H -1.193231 1.011389 -0.105033 -0.62 -0.39 0.95
H -1.750113 -1.892658 -0.495326 0.02 -0.19 0.44
H -0.683097 -1.042254 -1.775165 0.73 -0.76 -0.05
H 2.427489 -0.060229 1.245852 0.24 -0.11 -0.64
H 1.647586 -0.075237 -0.480513 0.78 -0.10 0.05
H 1.997923 1.455015 0.438434 0.02 -0.05 -0.25
```
Forces are in eV/Å.

Properties
total charge = -1
energy above the lowest of the compared OMol25 structures with the same formula, charge and spin = 271.7 kJ/mol
orbital gap = 7.870 eV
LUMO energy = 4.31 eV
DFT total energy = -323.114771 Eh

=====

Entry 4:
The following is a quantum chemistry calculation of a structure of composition C7H12, from the Open Molecules 2025 dataset.

```
19
Properties=species:S:1:pos:R:3:forces:R:3
C -2.311213 -0.373820 -0.290953 0.01 -0.03 -0.05
C -1.111243 0.522791 -0.014687 0.02 0.03 0.05
C -0.082905 -0.058469 0.997801 0.01 -0.07 0.07
C 1.335611 0.399683 0.492191 0.14 -0.03 0.22
C 2.381939 -0.702942 0.614344 0.06 -0.04 0.04
C 1.233822 0.817045 -1.004198 -0.48 -0.10 -0.02
C -0.051191 0.705355 -1.053737 0.18 0.01 -0.11
H -2.007039 -1.326937 -0.736654 0.00 0.12 0.06
H -2.824914 -0.590158 0.653215 0.08 0.04 -0.16
H -3.040974 0.106724 -0.953046 0.16 -0.07 0.05
H -1.475168 1.499954 0.332066 0.09 -0.12 -0.08
H -0.302261 0.232874 2.030878 0.06 -0.02 -0.15
H -0.142667 -1.153444 0.938100 0.03 0.15 0.02
H 1.663791 1.284271 1.054124 -0.04 -0.10 -0.12
H 2.058783 -1.580950 0.041589 0.06 0.12 0.10
H 2.540314 -1.010700 1.654824 -0.06 0.05 -0.10
H 3.330010 -0.362384 0.189061 -0.11 -0.06 0.12
H -0.413282 0.445365 -2.476088 -0.18 -0.11 -0.03
H -0.781417 1.145738 -2.468832 -0.03 0.25 0.10
```
Forces are in eV/Å.

Properties
energy above the lowest of the compared OMol25 structures with the same formula, charge and spin = 538.2 kJ/mol
orbital gap = 9.229 eV
LUMO energy = 0.80 eV
DFT total energy = -273.703576 Eh

=====

Entry 5:
The following is a quantum chemistry calculation of an isolated molecule of C12H12ClNO3, from the Open Molecules 2025 dataset.

```
29
Properties=species:S:1:pos:R:3:forces:R:3
C 0.184259 3.830475 1.945471 -0.06 -0.01 -0.01
C 0.463428 2.547737 1.225245 0.01 -0.08 -0.13
C 1.191214 1.526690 1.820310 -0.03 0.02 -0.14
C 1.430293 0.322315 1.177910 -0.14 -0.06 -0.12
C 2.208089 -0.766665 1.848419 -0.07 -0.05 -0.03
C 0.916986 0.119100 -0.111009 -0.14 0.37 0.11
N 1.145351 -1.101321 -0.759685 0.68 0.06 0.07
C 0.261467 -1.941602 -1.363259 0.11 -0.10 0.03
O 0.626077 -2.996172 -1.836377 -0.14 -0.10 -0.11
C -1.165871 -1.516656 -1.450070 -0.46 -0.37 0.41
C -1.959477 -1.271791 -0.409119 -0.02 -0.05 -0.29
C -1.527286 -1.359229 0.995300 0.34 -0.23 0.39
O -0.604199 -2.008742 1.419406 -0.07 -0.08 -0.04
O -2.322990 -0.638988 1.800176 -0.45 0.35 0.08
C 0.235681 1.167693 -0.727203 0.11 -0.01 0.08
Cl -0.285013 1.015679 -2.371208 0.13 0.35 -0.23
C -0.004986 2.358411 -0.067299 0.03 -0.07 0.11
H 0.400760 4.683369 1.305720 0.01 0.11 0.01
H 0.782221 3.907708 2.849378 0.02 0.06 0.07
H -0.868348 3.881404 2.222735 -0.05 0.07 0.06
H 1.581335 1.669405 2.817768 0.06 0.01 0.12
H 2.462397 -0.482530 2.865673 0.06 0.00 0.05
H 1.615699 -1.680081 1.873676 0.06 -0.06 0.02
H 3.134043 -0.971175 1.310091 0.13 -0.05 0.02
H 2.052044 -1.523897 -0.599782 -0.17 -0.05 -0.12
H -1.569344 -1.522111 -2.453224 -0.01 0.05 0.02
H -2.993426 -0.990130 -0.544830 -0.06 0.00 -0.14
H -2.035031 -0.726544 2.722133 0.17 -0.16 -0.22
H -0.545825 3.143570 -0.571774 -0.07 0.08 -0.09
```
Forces are in eV/Å.

Properties
orbital gap = 8.975 eV
LUMO energy = 0.23 eV
DFT total energy = -1205.172503 Eh

=====

Entry 6:
The following is a quantum chemistry calculation of a structure of composition C21H21BBrN7OPt, from the Open Molecules 2025 dataset.

```
53
Properties=species:S:1:pos:R:3:forces:R:3
Pt -0.192501 0.516424 -0.063878 -3.48 -0.92 1.62
C 2.645171 2.849532 2.062968 -0.19 -0.02 0.02
C 2.289077 2.106985 0.949222 0.28 -0.05 -0.03
N 0.976144 1.855311 1.012797 -0.28 -1.37 -1.29
N 0.473272 2.406071 2.123487 0.13 0.14 0.34
C 1.464114 3.012987 2.780528 0.34 -0.03 -0.25
B -1.029902 2.395791 2.430697 -0.33 0.18 -0.13
N -1.762782 2.799115 1.146899 -0.20 0.77 0.45
C -2.536101 3.872751 0.923188 -0.09 0.05 -0.16
C -2.933369 3.859393 -0.402658 -0.01 -0.12 0.02
C -2.346085 2.716003 -0.933961 -0.01 0.28 0.09
N -1.647585 2.095941 0.022570 0.55 -0.06 -0.99
N -1.395402 0.949293 2.739940 -0.03 -0.10 0.06
C -2.014075 0.408393 3.792710 -0.07 -0.37 -0.08
C -2.189588 -0.947529 3.555450 0.07 0.13 -0.13
C -1.633849 -1.168034 2.302143 0.02 -0.27 0.06
N -1.154289 -0.013846 1.831253 1.01 0.43 -1.70
H 3.620366 3.225518 2.315701 0.01 0.02 -0.04
H 2.893322 1.765303 0.125479 -0.06 -0.09 0.00
H 1.281792 3.528474 3.708506 -0.11 0.06 -0.04
H -1.300323 3.138279 3.315747 0.06 -0.06 0.12
H -2.760000 4.575572 1.708130 0.01 -0.05 0.05
H -3.555412 4.574576 -0.910172 -0.04 -0.01 0.02
H -2.393717 2.330534 -1.939197 0.08 -0.04 0.01
H -2.297268 1.004775 4.643796 0.02 0.10 -0.05
H -2.652113 -1.674150 4.198890 0.00 -0.01 0.00
H -1.558058 -2.085646 1.743872 0.08 0.02 -0.02
Br -2.246639 -1.191825 -1.212823 1.08 1.05 0.54
C -1.033481 -2.668309 -1.274293 -0.04 -0.39 -0.22
C -1.430539 -3.805395 -1.911334 -0.27 0.13 -0.08
C -0.530944 -4.882400 -2.021223 0.16 -0.07 -0.01
C 0.724689 -4.780850 -1.493752 -0.14 0.01 0.07
C 1.122899 -3.628223 -0.774718 -0.01 0.07 0.02
C 2.392765 -3.550844 -0.159688 0.06 -0.07 0.07
C 2.736594 -2.471615 0.598793 -0.15 -0.13 0.26
C 1.834922 -1.394486 0.735582 0.06 -0.31 -0.14
C 0.643650 -1.378646 0.053834 1.81 1.28 0.23
C 0.227784 -2.525055 -0.662812 -0.13 0.20 -0.07
H -2.424176 -3.876688 -2.334124 0.02 -0.05 -0.03
H -0.840299 -5.785245 -2.528397 -0.03 0.03 -0.04
H 1.432703 -5.592464 -1.598967 -0.02 -0.03 0.05
H 3.067871 -4.391010 -0.258008 0.02 0.02 -0.06
H 3.688350 -2.440921 1.111519 0.00 0.00 0.01
H 2.101440 -0.579271 1.396432 0.11 0.10 -0.18
C 1.580784 1.364986 -4.208434 -0.01 0.25 0.10
C 0.921449 0.607854 -3.101671 0.10 -0.58 -0.23
N 0.686031 -0.675818 -3.308429 -0.10 0.13 0.19
O 0.624888 1.199525 -2.028902 -0.34 -0.19 1.57
H 1.822692 0.717712 -5.046688 -0.01 0.00 -0.01
H 2.493069 1.828152 -3.834412 -0.01 0.01 0.03
H 0.925272 2.165127 -4.551831 -0.03 0.00 0.05
H 0.940866 -1.122877 -4.173595 0.02 0.06 -0.03
H 0.246522 -1.239226 -2.596167 0.09 -0.10 -0.03
```
Forces are in eV/Å.

Properties
total charge = +2
energy above the lowest of the compared OMol25 structures with the same formula, charge and spin = 140.8 kJ/mol
orbital gap = 5.351 eV
LUMO energy = -8.84 eV
DFT total energy = -3989.066303 Eh